A | The following is a DFT calculation (wB97M-V/def2-TZVPD) of an isolated molecule of C3H3BrN2O.

Results
Kohn-Sham gap (alpha / beta): 7.6820 / 7.6840 eV
multiplicity: 1

Positions of all 10 atoms, in Å:
C (-1.281, 0.544, -0.057)
C (-0.495, -0.655, 0.024)
C (-1.034, 1.829, 0.002)
N (0.807, -0.856, 0.017)
N (1.792, 0.003, -0.097)
O (-0.906, 2.980, 0.056)
Br (3.467, -0.781, 0.018)
H (-2.342, 0.342, -0.155)
H (-1.073, -1.564, 0.086)
H (1.065, -1.842, 0.106)

B | The following is a DFT calculation (wB97M-V/def2-TZVPD) of a cluster of 2 separate species, C3H3BrN2O in total.

Results
Kohn-Sham gap: 8.8111 eV
multiplicity: 1

Positions of all 10 atoms, in Å:
C (-1.071, -1.464, -0.007)
C (0.122, 1.044, -0.049)
C (1.334, 0.273, 0.007)
N (-0.551, -2.481, 0.170)
N (-1.450, -0.298, -0.393)
O (-0.340, 2.101, 0.023)
Br (-3.002, 0.553, 0.127)
H (1.169, -0.782, -0.217)
H (2.061, 0.700, -0.685)
H (1.728, 0.352, 1.024)

Which structure loses on stability? A does.

A | The following is a DFT calculation (wB97M-V/def2-TZVPD) of the ion C4H9NP with charge +1.

Results
Kohn-Sham gap: 9.3545 eV
structure (SMILES): [NH3+][C@H]1CCC=P1
multiplicity: 1
charge: +1

Positions of all 15 atoms, in Å:
N (-0.665, 1.528, -0.558)
C (0.025, 0.853, 0.644)
C (-0.537, -0.493, 0.872)
C (0.045, -1.398, -0.239)
C (1.413, -0.928, -0.449)
P (1.888, 0.515, 0.220)
H (-1.672, 1.560, -0.712)
H (-0.117, 1.039, -1.313)
H (-0.229, 2.484, -0.670)
H (0.209, 1.563, 1.528)
H (-1.684, -0.472, 1.004)
H (-0.102, -1.046, 1.831)
H (-0.617, -1.123, -1.261)
H (-0.051, -2.428, 0.046)
H (2.094, -1.656, -0.944)

B | The following is a DFT calculation (wB97M-V/def2-TZVPD) of a cluster of 2 separate species, C4H9NP in total.

Results
Kohn-Sham gap (alpha / beta): 8.8365 / 5.5809 eV
multiplicity: 1
charge: +1

Positions of all 15 atoms, in Å:
C (3.457, 2.608, 0.333)
C (-2.059, -1.074, 0.758)
C (-1.606, 0.241, 0.031)
C (-1.739, -1.052, -0.666)
N (-0.390, -1.717, -0.988)
P (2.490, 1.439, -0.339)
H (4.475, 2.910, -0.094)
H (3.234, 3.143, 1.246)
H (-1.422, -1.534, 1.447)
H (-3.154, -1.033, 1.042)
H (-2.364, 1.033, -0.109)
H (-0.614, 0.568, 0.278)
H (-0.277, -2.221, -0.073)
H (0.367, -1.057, -1.103)
H (-0.398, -2.254, -1.763)

Which structure loses on stability? B does.

A | The following is a DFT calculation (wB97M-V/def2-TZVPD) of a structure of composition C4H8Cl2N.

Results
Kohn-Sham gap: 10.1237 eV
multiplicity: 1
charge: +1

Positions of all 15 atoms, in Å:
C (-0.481, -1.490, -1.114)
C (-1.034, -1.415, 0.240)
C (0.345, -0.816, -0.082)
C (0.207, 1.085, -0.290)
N (0.868, 1.772, 0.879)
Cl (-2.420, -0.311, 0.563)
Cl (1.737, -1.419, 0.581)
H (-0.041, -2.412, -1.378)
H (-0.821, -1.015, -1.952)
H (-1.181, -2.298, 0.888)
H (-0.853, 1.282, -0.502)
H (0.822, 1.243, -1.238)
H (0.556, 1.304, 1.706)
H (0.444, 2.717, 0.889)
H (1.853, 1.772, 0.811)

B | The following is a DFT calculation (wB97M-V/def2-TZVPD) of the ion C4H8Cl2N with charge +1.

Results
Kohn-Sham gap (alpha / beta): 8.4982 / 8.0922 eV
multiplicity: 1
charge: +1

Positions of all 15 atoms, in Å:
C (-0.628, -0.003, -1.257)
C (0.620, -0.019, -0.326)
C (-1.990, -0.027, -0.529)
C (1.099, -1.242, 0.335)
N (0.699, 1.153, 0.513)
Cl (-2.278, 1.507, 0.202)
Cl (-2.395, -1.341, 0.547)
H (-0.408, 0.952, -1.607)
H (-0.442, -0.856, -1.839)
H (2.198, -1.361, 0.168)
H (0.507, -2.041, 0.110)
H (1.093, -0.943, 1.398)
H (1.057, 2.094, 0.104)
H (1.186, 0.808, 1.460)
H (-0.316, 1.319, 0.720)

Which structure loses on stability? B does.